Record 1
{
  "formula": "C4H5NO2",
  "method": "the ωB97M-V functional and the def2-TZVPD basis",
  "energy_ev": -9813.8939,
  "relative_energy_kj_mol": 40.6,
  "orbital_gap_ev": 11.451,
  "spin_multiplicity": 1,
  "symbols": ["O", "C", "C", "C", "N", "C", "O", "H", "H", "H", "H", "H"],
  "xyz": [[0.945, -1.027, -2.168], [0.389, -0.521, -1.238], [0.769, -0.708, 0.212], [0.237, 0.410, 1.111], [-1.126, 0.808, 0.794], [-1.460, 0.735, -0.414], [-0.702, 0.282, -1.475], [0.376, -1.683, 0.525], [1.859, -0.774, 0.257], [0.864, 1.305, 1.010], [0.280, 0.111, 2.162], [-2.432, 1.062, -0.775]],
  "forces_ev_per_angstrom": [[-0.2, 0.3, 0.3], [0.3, -0.2, -0.1], [-0.1, 0.0, 0.0], [0.2, 0.0, 0.0], [0.0, 0.0, -0.4], [-0.1, 0.1, 0.3], [0.0, -0.1, 0.0], [0.0, 0.1, -0.1], [-0.1, 0.0, 0.0], [0.0, -0.1, 0.0], [0.0, 0.0, -0.2], [0.1, -0.1, 0.1]]
}

Record 2
{
  "formula": "C4H5NO2",
  "method": "the ωB97M-V functional and the def2-TZVPD basis",
  "energy_ev": -9811.4811,
  "relative_energy_kj_mol": 273.4,
  "orbital_gap_ev": 10.629,
  "spin_multiplicity": 1,
  "symbols": ["C", "C", "C", "C", "H", "H", "H", "H", "H", "N", "O", "O"],
  "xyz": [[0.631, 0.566, 1.405], [-0.467, -0.653, -0.132], [-0.448, 0.459, -1.154], [0.803, -0.368, -0.776], [-1.068, -0.326, 1.788], [-1.145, -1.559, -0.548], [-1.045, -0.044, -2.031], [-0.417, 1.583, -1.247], [1.393, -1.024, -1.332], [-0.300, -0.528, 1.282], [0.628, 1.462, 2.342], [1.434, 0.431, 0.404]],
  "forces_ev_per_angstrom": [[-1.9, 1.5, 4.6], [-3.0, -3.0, -0.2], [-0.3, -0.9, -2.9], [-1.4, 3.0, 2.5], [-3.4, 0.6, 2.0], [1.8, 2.1, 1.5], [1.5, 1.5, 1.3], [-0.1, -1.5, 0.9], [1.3, -0.5, -0.5], [2.9, 1.2, -1.5], [0.4, -4.3, -4.5], [2.1, 0.2, -3.3]]
}

Record 3
{
  "formula": "C4H5NO2",
  "method": "the ωB97M-V functional and the def2-TZVPD basis",
  "energy_ev": -9813.0848,
  "relative_energy_kj_mol": 118.7,
  "orbital_gap_ev": 10.522,
  "spin_multiplicity": 1,
  "symbols": ["O", "C", "C", "C", "N", "C", "O", "H", "H", "H", "H", "H"],
  "xyz": [[1.334, -1.204, -1.910], [0.881, -0.164, -1.506], [-0.317, -0.138, -0.569], [-0.082, -0.833, 0.799], [-0.146, 0.254, 1.777], [-0.490, 1.284, 1.133], [-0.677, 1.204, -0.212], [1.304, 0.813, -1.818], [-1.156, -0.578, -1.118], [-0.875, -1.555, 1.015], [0.879, -1.353, 0.854], [-0.653, 2.269, 1.555]],
  "forces_ev_per_angstrom": [[-0.1, 0.3, 0.1], [0.0, -0.2, 0.0], [-0.1, -0.2, -0.1], [0.0, -0.2, -0.1], [-0.2, 0.4, -0.2], [0.2, -0.1, 0.3], [0.1, 0.1, 0.0], [-0.1, 0.0, 0.1], [0.1, 0.0, 0.1], [0.2, 0.0, 0.0], [-0.2, 0.1, -0.1], [0.0, -0.1, -0.1]]
}